(1)
A 2-piece molecular cluster, C7H10 overall. Source: the OMol25 dataset; level of theory: wB97M-V/def2-TZVPD.

E_LUMO	1.11	eV
orbital gap	9.59	eV
structure (SMILES)	C1=C2[C@H]3C[C@H]3[C@H]2C1.[H][H]

Geometry as ORCA input:
```
! wB97M-V def2-TZVPD RIJCOSX def2/J DEFGRID3
* xyz 0 1
C 0.9961 -0.7230 1.2001
H 2.1549 1.0785 0.4475
C -1.3601 0.7598 -0.3028
C -1.5348 -0.6886 -0.6993
H 1.8150 -1.0307 1.8460
H -0.5967 2.3701 1.0060
H -1.6441 -1.3279 0.1885
H -2.2960 -0.9503 -1.4350
C 1.2919 0.4404 0.2819
H -2.0806 1.5318 -0.0587
C -0.0193 -0.6331 -1.1031
H 0.0124 -0.8298 1.6554
C 1.2111 -1.0026 -0.2523
H 2.0330 -1.6184 -0.5997
H 0.1475 -0.6557 -2.1826
H -0.1164 2.5792 0.4684
C -0.0137 0.7002 -0.4603
*
```

These are the Mulliken partial charges, in e, on atoms 1 to 5: -0.55, 0.42, -0.40, -0.91, 0.27

(2)
ClH10MgO5 as an isolated structure. Source: the OMol25 dataset; level of theory: wB97M-V/def2-TZVPD.

E_LUMO (alpha / beta)	-0.66 / -2.28	eV
<S²>	0.75
orbital gap (alpha / beta)	7.72 / 8.86	eV

Geometry as ORCA input:
```
! wB97M-V def2-TZVPD RIJCOSX def2/J DEFGRID3
* xyz 0 2
O -3.5662 0.3631 -1.3518
H 1.8087 -1.6147 -0.0215
H 1.5957 0.9473 -0.4852
H -3.5682 1.1725 -1.8627
H -0.1972 0.6450 -2.1805
O 1.4166 -0.3982 2.8211
O 2.2945 -2.4007 0.2284
Cl -0.7526 -0.5307 0.4132
H 1.0373 -0.6424 1.9769
H -0.9635 1.9161 -1.8820
Mg -2.1404 -2.1536 1.3385
O 2.3091 1.5081 -0.1806
H -3.0116 0.5575 -0.5962
H 1.6411 -2.9660 0.6403
H 0.6946 0.0091 3.2998
H 1.8906 2.1228 0.4221
O -0.4885 1.4647 -2.5798
*
```

These are the Mulliken partial charges, in e, on atoms 1 to 5: -0.58, 0.30, 0.28, 0.30, 0.29

(3)
C7H8Cl2LaO4Sc as an isolated structure in a non-equilibrium geometry. Source: the OMol25 dataset; level of theory: wB97M-V/def2-TZVPD.

E_LUMO	-17.63	eV
orbital gap	6.34	eV

Geometry as ORCA input:
```
! wB97M-V def2-TZVPD RIJCOSX def2/J DEFGRID3
* xyz 4 1
H 1.0539 -1.6239 1.3693
H -0.5480 -2.3817 1.5708
H -0.8790 -1.3928 3.6788
H 0.7874 1.0090 2.8213
H -0.5306 1.0322 3.9844
Cl -0.9938 -1.6294 -2.4065
C -0.0118 -0.9387 3.1948
Cl -0.6333 1.7247 -2.5778
C 1.7436 2.1202 0.1194
O 1.0144 1.7519 -6.0918
C 0.3332 -1.6056 -5.0306
H -1.1132 1.6566 1.3823
C 0.3362 1.0889 -5.4172
C -0.1744 0.5500 3.0761
H -2.1714 0.4440 2.1384
O 0.8964 -2.5519 -5.4032
La 0.6743 0.0559 -0.8314
Sc -1.0871 -0.0891 -4.3420
H 0.8673 -1.2606 3.7569
C 0.0126 -1.4512 1.7371
O 2.1733 3.1533 0.4332
O -0.6153 -0.3593 0.9354
C -1.1346 0.6976 1.9023
*
```

These are the Mulliken partial charges, in e, on atoms 1 to 5: 0.43, 0.27, 0.35, 0.10, 0.42

(4)
A 5-piece molecular cluster, C73H162NOP4 overall in a non-equilibrium geometry. Source: the OMol25 dataset; level of theory: wB97M-V/def2-TZVPD.

E_LUMO	-4.35	eV
orbital gap	6.54	eV

Geometry as ORCA input:
```
! wB97M-V def2-TZVPD RIJCOSX def2/J DEFGRID3
* xyz 3 1
H -1.8593 -1.1296 1.9426
H -3.9341 6.3901 2.0650
H 2.2114 -0.8334 -1.8177
C -2.5869 1.7776 6.7519
H 5.5075 -6.0980 -7.1511
H 2.0011 3.6936 4.5533
H 3.0213 -8.9449 -1.2967
C -0.2382 -4.4964 -1.7181
H 0.0317 5.3782 4.0408
C -5.4598 5.7449 -5.3108
H -2.5104 1.2732 5.7650
C -0.4677 3.8278 6.2202
C 5.9324 -1.8758 -1.6663
P -1.0098 2.5105 7.3323
H -5.1288 -4.1695 -1.9872
C -2.5933 4.5433 0.6449
C -3.0882 -2.1552 0.3531
H 0.2585 -1.2274 0.3212
H 5.5604 -3.1503 -6.2880
H 1.9160 -0.6889 7.4044
H 0.8623 -0.5984 -2.9850
C 0.5938 0.4743 6.1574
H -0.1472 1.6248 -3.4671
H -1.4288 4.8955 -4.4590
H 9.0421 -6.8204 -0.7578
C -2.9861 2.3859 12.0601
H -4.7249 4.2418 -3.2571
H 7.2122 -4.7772 -5.1961
H -0.8187 -4.8743 -0.8965
C -4.9009 -2.3020 -2.8669
H -0.6824 2.4220 4.5212
H 5.1920 -4.5724 -2.1441
C 0.9700 0.9103 0.2514
P 7.0825 -5.6804 -2.9573
C 1.7836 -0.2339 -2.5903
C 1.5279 1.1952 -2.1185
H 5.5849 -0.3133 -3.0724
H -0.2060 0.3287 5.4096
C 2.8284 1.9083 -1.7108
H -2.3384 -2.9339 0.2564
H -1.4963 6.5627 -4.5892
H -1.8337 -1.9104 -5.1746
H -2.7370 -0.7717 -7.2153
H 1.4493 1.8055 -4.2754
H -5.7742 3.0968 6.0816
H 7.1175 -7.2003 -1.0801
H -1.7103 -0.2338 -3.4311
C -2.6977 -0.1977 -6.2634
H -0.7080 -2.4360 -1.4914
H -6.5856 -5.5481 -3.4084
C 11.3427 -4.2311 -1.5921
H -0.5730 -0.1106 -6.1783
C -0.1798 1.2259 1.2890
H -5.5557 -1.4119 -3.0614
H 9.2504 -6.4055 -3.3345
H 0.8992 3.0247 -3.1467
H 12.3135 -3.9482 -1.1015
C 2.8369 -7.9918 -1.7903
H -2.7294 0.9600 7.4922
C -0.7271 3.5113 4.7411
H -1.1637 3.4604 11.6555
C -0.8471 -3.2168 -2.2345
H -3.6270 4.3400 1.1030
H -4.3112 -2.8528 2.7025
C -4.9715 1.7770 4.7623
H 4.3450 -7.0224 -0.5182
H -2.3432 8.4662 2.1848
H -0.0276 0.5773 2.1871
H -2.0715 -0.6276 -0.8380
C 1.2603 -0.8331 6.4909
C -1.1165 4.2657 -1.8774
H 7.5955 -2.7158 -2.7519
H -4.8754 1.2933 -1.6892
H -6.2173 0.0547 0.0988
H 1.1875 5.4007 -3.4577
C 4.1235 -7.1563 -1.5645
C 6.5249 -2.9408 -2.5976
H -3.9478 1.1940 0.5621
H 0.9371 1.6830 8.0733
C -0.7738 5.7894 -4.5214
H -1.0550 6.4173 -1.7784
H -5.9297 6.4343 -6.0228
C -1.2493 3.4352 8.8035
H -1.1306 0.9114 0.8307
C -4.2522 5.1590 -3.2593
C -2.7072 -0.6149 -3.7268
H 4.6162 -6.4095 -4.7248
H -1.3440 1.1781 -7.1884
C -0.3787 5.5942 -1.9856
H 2.5309 -0.0761 -3.3503
H -0.4188 3.5093 -1.4709
H -2.6873 -2.9476 3.2961
C 2.2740 1.6616 0.6540
H 1.9635 -1.0203 5.6709
H -2.5772 4.3273 11.1314
C -4.8374 1.8014 0.4262
H 2.6126 -8.0847 -2.8343
H 6.0280 -2.8691 -3.5881
C -2.3297 -3.4628 -2.5316
H -6.0265 4.8374 -5.3678
H -4.6161 5.6124 -1.1262
H -1.9162 6.5053 0.3219
C 1.5706 3.8496 3.5933
O -0.6959 0.5673 -1.4839
H -5.9642 1.4392 4.3702
H -3.5947 0.3452 -6.3060
C 0.3000 -1.9556 6.7322
C 5.2851 -7.8804 -2.2283
H -3.8771 3.3131 7.6341
H 2.5863 1.2560 1.6469
C -2.0217 5.8504 1.1301
H -3.8486 -0.5592 -0.8332
H -1.2945 3.8128 -2.8464
H 1.9334 -1.1348 -0.1428
H 7.4614 -7.9286 -2.5497
H 4.8182 -4.5695 -4.6385
H -0.2705 5.6779 -5.5351
C 6.2222 -4.3705 -2.1688
H 5.3338 -8.9422 -1.8391
C -2.1338 3.3614 11.2268
C -2.9981 -1.2350 -0.8277
H -0.3846 -1.7328 7.5427
H -3.3813 2.5675 -2.5088
H -1.1331 7.4932 3.1207
H -4.0631 -2.5818 0.4339
H -2.6640 7.9298 3.8140
H -7.7490 -3.9489 -2.0364
H 4.2705 1.9026 -0.0529
H -0.9677 5.6328 1.5254
H 4.0487 -5.3348 -6.7453
C -1.4251 0.6510 -6.2593
C -3.3331 2.6165 -1.4395
H -2.4358 -3.8518 -3.5887
C -5.7157 -3.2793 -2.0762
C -6.0738 0.9126 0.7495
C 1.2321 -4.3215 -1.3987
H -3.3830 5.2113 -3.9526
H 4.8752 -2.1325 -1.5884
H -5.9279 -3.0079 -1.0958
H 0.6334 4.0375 6.3784
C -6.9536 -4.6119 -3.8760
C -2.9237 -1.4347 1.7397
C 6.7599 -5.6292 -4.7080
H -3.5932 -1.9255 -5.2346
C 9.3242 -5.8062 -1.2006
H -3.9650 2.1751 11.5851
H 0.4621 5.6267 -1.2421
C -2.7299 -1.2281 -5.1052
H 1.9589 -7.4407 -1.3285
H 7.1431 -6.5542 -5.2167
C -3.8146 5.5358 -1.8468
C 6.6930 -7.2782 -2.0879
H -7.0104 1.5049 0.6932
H 6.5878 -4.4507 -1.0926
H -1.9869 3.6595 0.9161
C 0.2758 5.9726 -3.3276
H 5.7705 0.2241 -1.4702
H 5.1191 -7.9877 -3.3302
C 6.1121 -0.4649 -2.1951
H -2.9556 2.3617 9.5524
H -3.4115 0.2095 -3.5582
H 10.7566 -3.3517 -1.4637
H -1.7955 4.3357 8.5034
H 2.0051 2.7455 0.6972
C 3.3806 1.3864 -0.4001
H -2.8149 5.5598 3.1187
C 10.7581 -5.5169 -1.0166
C -5.1489 6.2665 -3.9136
H -5.5202 2.9479 -1.2823
H 9.1880 -4.6908 -3.0214
C 0.8940 1.9940 -3.3187
C 0.1172 4.3696 3.7247
C -2.8784 6.3721 2.3460
H 3.5464 0.3565 -0.3157
H -4.6380 2.5731 4.0715
H -1.4486 1.7631 10.0944
C -4.7230 2.1630 -1.0585
H 3.9942 -6.1974 -2.0495
H 11.6716 -4.2093 -2.6039
H -5.4940 1.6785 6.9042
C 0.1439 1.1673 7.5136
H -3.3080 3.6414 5.9685
H 6.4216 -1.9459 -0.6657
C 5.1343 -5.3086 -6.5290
C -7.0723 -3.5817 -2.7667
H -5.9941 0.4887 1.6808
H 1.6895 2.8374 3.2574
H -0.2351 2.3091 1.5824
H -4.5257 7.1790 -3.9081
H 7.2102 -0.2750 -2.2874
P -3.2012 -1.9028 -2.5129
H -4.2257 0.9593 4.5833
H 1.3360 -3.7458 -0.4649
H 10.9471 -5.6333 0.1050
H -3.8263 -1.5582 3.6864
N 0.4608 1.2565 -1.0545
H -7.8111 -4.9012 -4.4431
H -2.8213 -4.2373 -1.9257
H 11.3395 -6.3384 -1.4004
H 0.5837 7.0793 -3.3646
C 5.7558 -3.9795 -6.9348
H -2.5192 1.9038 -1.1380
H 2.6906 2.9814 -1.5228
H -5.9520 6.4401 -3.2194
H -0.2390 0.3364 8.1078
H -1.2917 1.3571 -5.4557
H -6.1610 -4.2890 -4.5555
H 8.7564 -5.0581 -0.6198
H -2.5396 1.3648 12.1744
C -3.4575 -2.2439 2.9126
P -2.7041 4.2706 -1.0827
C -1.9812 2.6620 9.9009
H 6.8371 -4.0440 -7.0231
H 2.2058 4.3831 2.8951
H -3.1319 2.8444 12.9972
H 1.7703 -5.3001 -1.3105
H 1.4028 -0.7067 1.5127
C 5.2506 -5.5195 -5.0369
C -5.0454 2.3563 6.1525
C -2.2197 7.6390 2.8782
H -4.9017 2.7136 1.0241
C 8.8414 -5.6736 -2.6403
H 3.5835 1.8304 -2.5255
H 5.3554 -3.6123 -7.8441
H -0.1787 3.6932 9.1044
C -3.7074 2.8862 6.6324
H -3.1875 6.4565 -1.6742
H -0.4341 -5.3323 -2.3922
H -0.1863 -2.3117 5.8628
H -0.4387 -2.7849 -3.1524
H -0.8819 4.7711 6.5750
H 0.9197 -2.7921 7.0896
H -0.5075 4.2099 2.8820
C 1.1713 -0.6540 0.4862
H -3.5811 -0.5746 1.6097
H -4.5312 5.4568 -5.8389
H -4.9096 -2.8255 -3.8657
H -1.7453 3.9073 4.5148
H 1.1994 1.1712 5.6235
H 1.7998 -3.7504 -2.1929
H -7.4608 -2.6126 -3.1594
*
```

These are the Mulliken partial charges, in e, on atoms 1 to 5: -0.12, 0.56, -0.03, -0.58, 0.41

(5)
C39H40MoN2OS4Te as an isolated structure. Source: the OMol25 dataset; level of theory: wB97M-V/def2-TZVPD.

E_LUMO (alpha / beta)	-3.35 / -5.14	eV
<S²>	0.76
orbital gap (alpha / beta)	6.25 / 4.46	eV

Geometry as ORCA input:
```
! wB97M-V def2-TZVPD RIJCOSX def2/J DEFGRID3
* xyz 1 2
C 4.9537 -3.5616 0.7684
H 2.0298 -5.6415 -1.3003
H 5.6299 -2.1276 2.2173
C 3.3418 -2.3319 -3.1941
C 6.1046 -4.3126 0.9346
C -0.0133 -4.0937 -2.4915
H 7.5260 -7.2569 -0.0732
H 5.8257 2.7397 -0.4503
H 4.8256 -1.4011 0.8266
C -2.0503 -0.1056 4.2881
C 2.2614 -2.9192 -2.5079
H 4.7796 0.8433 0.7651
H 5.3943 -6.9475 -1.0522
H -3.4513 0.1943 -3.1957
H 5.0828 -2.2857 -1.9072
H -0.1948 -5.1228 -2.8098
C 7.5564 -6.3108 0.4660
H 0.0543 -4.0935 -1.4044
C 2.6419 3.9086 -0.2216
C -1.6530 0.6136 3.1545
C 4.7744 2.7668 -0.1937
C 3.3492 -2.4214 -4.5773
S 0.3221 2.9035 0.8449
H 2.0392 4.7609 -0.5109
C 4.1008 -5.2735 -0.7638
C -1.0845 -0.3572 5.2372
Mo -0.3608 0.3828 0.8687
H 3.8784 -2.2076 2.0744
C 3.0372 -5.8810 -1.6461
H -2.6515 -0.6182 -5.3916
C -1.9480 -0.4789 -4.5792
H 5.0937 -1.0885 -3.2031
H 3.3278 -3.5489 -7.1227
H 8.4191 -5.7436 0.1113
C 3.9883 3.8631 -0.5371
N -0.3538 0.8454 2.9639
H 2.2720 -2.1461 -7.2170
H 7.7200 -6.5230 1.5242
C 4.4555 -1.6010 -2.4845
C -1.1390 -2.6126 0.9955
C 0.3045 -0.5582 -3.7365
S 0.9544 0.0760 -1.1474
C 6.2913 -5.5242 0.2696
C -2.4014 -0.0306 -3.3483
C 4.8119 -2.2549 1.5103
C 0.6044 0.6138 3.8695
C 0.2567 0.0309 5.0611
H 4.4335 4.6950 -1.0697
C 2.8379 1.7663 0.7999
H -3.2794 0.6821 1.6871
H -3.1577 -1.9313 1.3720
H 3.1330 -6.9659 -1.6483
C 1.2731 -3.6069 -4.5649
H 2.7773 0.6906 3.9688
H 1.3638 -0.7455 -3.8852
S -2.0514 0.8396 -0.7806
H 0.4597 -4.0913 -5.0977
C 1.9451 1.0390 3.3660
H -2.1863 2.1415 1.8079
H -0.2369 -1.0654 -5.7430
H 4.1704 -1.9706 -5.1273
O -0.3670 -3.5499 0.8938
C 2.3303 -3.0684 -5.2796
C -2.3005 1.0678 1.9495
H 4.0559 -0.8399 -1.8041
S 2.1220 0.3986 1.6554
C -0.1567 -0.1444 -2.4901
H 6.8795 -3.9486 1.6035
H -0.8898 -3.5016 -2.7682
C -0.5942 -0.7323 -4.7760
C 1.2039 -3.5327 -3.1741
H -2.9307 -3.7118 1.3433
H 0.9856 -0.1361 5.8425
C 3.9605 -4.0400 -0.1104
H 3.1288 -5.5340 -2.6783
Te 2.2867 -2.8078 -0.4098
N -0.7124 -1.3091 1.1275
C -1.5018 0.1461 -2.2980
C -2.6341 -2.7623 0.9031
C 2.3748 -3.1422 -6.7809
H -1.3598 -0.8707 6.1512
C 5.2769 -5.9876 -0.5580
H -3.0753 -0.4290 4.4190
C 2.0218 2.8506 0.4527
C 4.1925 1.7100 0.4805
H 1.9630 2.1239 3.2710
H 1.5741 -3.7683 -7.1725
H -2.8994 -2.7689 -0.1575
*
```

These are the Mulliken partial charges, in e, on atoms 1 to 5: 0.90, 0.26, 0.47, 0.57, -1.06

(6)
A 2-piece molecular cluster, C3H9NO2 overall in a non-equilibrium geometry. Source: the OMol25 dataset; level of theory: wB97M-V/def2-TZVPD.

E_LUMO	0.87	eV
orbital gap	9.84	eV
structure (SMILES)	C=CO.NCO

Geometry as ORCA input:
```
! wB97M-V def2-TZVPD RIJCOSX def2/J DEFGRID3
* xyz 0 1
C -0.4848 1.4902 0.3517
H 1.5219 -2.6613 -0.3923
H -1.3698 -1.7998 0.1769
H -0.3716 2.3929 -1.2173
O -0.2727 -1.1791 -1.4649
H 1.0071 1.9647 1.5681
H 0.5995 -2.9915 1.1992
H -1.2126 2.1058 0.8943
H -0.6145 0.4704 0.7090
C -0.3865 -1.8585 -0.2857
H -0.6707 -0.2875 -1.3658
C 0.6317 -2.5569 0.2127
O -0.7937 1.5401 -1.0531
H 1.5533 1.4006 0.0987
N 0.8633 1.9699 0.5683
*
```

These are the Mulliken partial charges, in e, on atoms 1 to 5: -0.13, 0.25, 0.44, 0.32, -0.55

(7)
One molecule with the formula C4H2O3 in a non-equilibrium geometry. Source: the OMol25 dataset; level of theory: wB97M-V/def2-TZVPD.

E_LUMO (alpha / beta)	-0.48 / -0.48	eV
orbital gap (alpha / beta)	7.76 / 7.76	eV

Geometry as ORCA input:
```
! wB97M-V def2-TZVPD RIJCOSX def2/J DEFGRID3
* xyz 0 1
O 1.0831 -1.6132 -2.5300
H -0.2636 -1.8612 -0.0016
C 2.2542 -0.1215 -0.5817
C 0.1754 -0.1652 -0.4671
C 2.3707 -0.1610 -1.8984
H -0.0128 0.9220 -0.2350
O -0.6421 -0.9357 0.2579
C 0.9355 -0.6512 -1.5529
O 2.3169 -1.0440 -2.9478
*
```

These are the Mulliken partial charges, in e, on atoms 1 to 5: -0.22, 0.37, -0.51, 0.03, 0.42

What are the E_tot values for these records? In order: -7415.101, -28367.314, -62138.809, -118998.584, -98605.673, -8840.729, -10311.313 eV.